[1]
{"formula": "C8H20O4", "method": "ωB97M-V/def2-TZVPD", "homo_ev": -8.9, "gap_ev": 9.2, "e_above_lowest_ev": 1.2682, "symbols": ["C", "C", "C", "C", "C", "C", "C", "C", "H", "H", "H", "H", "H", "H", "H", "H", "H", "H", "H", "H", "O", "H", "H", "O", "H", "H", "O", "H", "H", "O", "H", "H"], "positions_angstrom": [[-2.49570, -2.21409, -0.29121], [-2.67092, -0.89930, -0.27825], [-1.79870, -0.02348, 0.53863], [-1.13122, 1.00339, 0.02106], [-0.00514, 1.75001, 0.62849], [0.10933, 3.04896, 0.40085], [0.86966, 1.01804, 1.61013], [0.29825, 0.95187, 3.03125], [-3.09507, -2.82650, -0.95339], [-1.59951, -2.59170, 0.17517], [-3.50492, -0.42724, -0.79020], [-1.74385, -0.32610, 1.57774], [-1.50726, 1.26296, -0.96613], [-0.57394, 3.77913, -0.03245], [0.88814, 3.69757, 0.81377], [1.85873, 1.47790, 1.61419], [1.05213, 0.00754, 1.23357], [1.08889, 0.63619, 3.71510], [-0.44869, 0.18030, 3.13488], [-0.08212, 1.92529, 3.31377], [-0.12726, 0.15801, -3.25006], [-0.66603, 0.76137, -2.72747], [0.35284, 0.68969, -3.89512], [1.60408, -1.50272, -0.77223], [1.31769, -1.68680, -1.67452], [2.01773, -2.32469, -0.46866], [-0.54429, -2.48476, -3.39852], [-0.41556, -1.51939, -3.34100], [-0.96959, -2.58946, -2.53096], [4.29018, -0.10320, 1.16190], [4.19230, -0.93107, 1.63714], [3.43982, 0.10228, 0.76255]], "nbo_charge": [-0.41, -0.21, -0.20, -0.20, -0.02, -0.38, -0.44, -0.60, 0.21, 0.20, 0.21, 0.21, 0.18, 0.20, 0.19, 0.21, 0.22, 0.21, 0.20, 0.21, -0.95, 0.49, 0.49, -0.96, 0.49, 0.47, -0.97, 0.49, 0.46, -0.94, 0.47, 0.48]}

***

[2]
{"formula": "C30H37FN2O6", "method": "ωB97M-V/def2-TZVPD", "homo_ev": -7.2, "gap_ev": 7.7, "e_above_lowest_ev": 5.0265, "symbols": ["C", "C", "O", "C", "O", "C", "F", "C", "O", "O", "C", "C", "C", "C", "C", "N", "C", "C", "C", "C", "C", "C", "C", "C", "C", "O", "N", "C", "C", "C", "C", "C", "C", "C", "C", "O", "C", "C", "C", "H", "H", "H", "H", "H", "H", "H", "H", "H", "H", "H", "H", "H", "H", "H", "H", "H", "H", "H", "H", "H", "H", "H", "H", "H", "H", "H", "H", "H", "H", "H", "H", "H", "H", "H", "H", "H"], "positions_angstrom": [[-6.25205, -1.27202, -3.17317], [-5.13196, -2.12420, -2.64135], [-3.95916, -1.26298, -2.64174], [-3.02017, -1.41199, -1.71098], [-3.07021, -2.14665, -0.75288], [-1.78572, -0.60839, -1.92329], [-2.04581, 0.09743, -3.13781], [-0.80302, -1.63568, -2.41247], [-1.12347, -2.74866, -2.82523], [0.45992, -1.23371, -2.45817], [1.34185, -2.19392, -3.05851], [2.54007, -1.44267, -3.56369], [-1.62194, 0.20175, -0.47155], [-0.63706, 0.40147, 0.54594], [0.72735, 0.28611, 0.34726], [1.72334, 0.64699, 1.15765], [3.11343, 0.58484, 0.71369], [3.52966, -0.81171, 0.18977], [4.99424, -0.91192, -0.15304], [5.73852, -1.98744, 0.34885], [7.11286, -2.02826, 0.10145], [7.73368, -1.02829, -0.66474], [6.94666, -0.02267, -1.24724], [5.57088, 0.04113, -1.00000], [3.87559, 1.04980, 1.96947], [5.12186, 1.22614, 2.03485], [2.97402, 1.17874, 2.96979], [3.34334, 1.63411, 4.26976], [1.57975, 1.12009, 2.55116], [0.94523, 2.51768, 2.62702], [0.80798, 0.10747, 3.39776], [-2.95432, 0.60546, -0.05670], [-3.92171, 0.94471, -1.03152], [-5.18761, 1.43545, -0.77747], [-5.56615, 1.61605, 0.56479], [-6.85518, 2.06083, 0.77742], [-7.23374, 2.31944, 2.17568], [-4.61183, 1.39311, 1.60698], [-3.36706, 0.84090, 1.27292], [-7.12800, -1.89949, -3.34822], [-6.51664, -0.48853, -2.45072], [-5.98984, -0.79226, -4.12443], [-5.32982, -2.49666, -1.63346], [-4.86995, -2.93710, -3.32344], [1.59463, -2.94043, -2.30367], [0.78661, -2.65264, -3.86603], [3.22528, -2.16799, -4.02163], [2.23569, -0.72832, -4.34421], [3.07535, -0.89389, -2.77251], [-1.18524, 0.68716, -1.36373], [-0.86138, 0.90498, 1.49067], [0.94866, -0.03355, -0.62501], [3.27825, 1.29922, -0.11697], [3.27248, -1.53026, 0.97860], [2.87867, -1.08538, -0.66401], [5.24512, -2.75045, 0.96534], [7.71908, -2.81037, 0.55757], [8.80657, -1.07449, -0.89014], [7.39746, 0.76421, -1.85122], [4.93999, 0.84133, -1.41468], [4.42229, 1.59041, 4.34094], [2.98100, 2.64422, 4.42694], [2.87900, 0.98353, 4.99713], [1.67375, 3.27826, 2.32499], [0.05382, 2.62937, 2.00790], [0.66124, 2.68974, 3.66742], [1.40516, -0.80429, 3.50898], [0.61399, 0.56715, 4.37132], [-0.14862, -0.18056, 2.96363], [-3.62597, 0.85001, -2.05878], [-5.84438, 1.68916, -1.60129], [-8.29654, 2.53717, 2.08009], [-7.06045, 1.44052, 2.81930], [-6.67830, 3.18507, 2.57033], [-4.86200, 1.67231, 2.65369], [-2.72904, 0.57432, 2.12861]], "mulliken_charge": [-1.01, -0.34, -0.16, -0.74, -0.61, 3.12, -0.38, -0.45, -0.62, -0.24, -0.44, -0.93, -0.18, -0.12, 0.06, 0.38, 0.27, -0.28, 0.78, -0.39, -0.52, -0.52, -0.69, -0.06, 0.13, -0.75, 0.25, -1.05, 0.30, -1.51, -1.51, -0.65, -0.41, -0.93, 0.76, -0.44, -0.85, -0.70, -0.59, 0.43, 0.20, 0.28, 0.32, 0.29, 0.26, 0.56, 0.40, 0.32, 0.10, 0.18, -0.21, 0.83, 0.10, 0.37, -0.44, 0.34, 0.37, 0.36, 0.35, 0.31, 0.40, 0.32, 0.31, 0.42, 0.22, 0.47, 0.35, 0.50, 0.33, 0.58, 0.64, 0.26, 0.34, 0.34, 0.36, 0.47]}

***

[3]
{"formula": "C4H9N2", "method": "ωB97M-V/def2-TZVPD", "homo_ev": -14.1, "gap_ev": 10.4, "total_charge": 1, "e_above_lowest_ev": 2.8997, "symbols": ["C", "N", "C", "C", "C", "N", "H", "H", "H", "H", "H", "H", "H", "H", "H"], "positions_angstrom": [[1.46396, 2.31013, 0.34309], [0.48632, 1.36694, 0.18464], [-0.23859, 0.47538, 0.20457], [-0.95271, -0.69737, -0.07332], [-0.29294, -1.97114, 0.73110], [-1.02684, -0.85679, -1.47037], [2.45679, 1.82351, 0.43568], [1.41997, 3.03976, -0.54765], [1.36148, 2.73902, 1.25234], [-1.94533, -0.45593, 0.32206], [0.67873, -1.97105, 0.29860], [-1.08391, -2.76394, 0.52497], [-0.39564, -1.63540, 1.83882], [-1.76462, -0.54278, -2.09891], [-0.16666, -0.86033, -1.94560]], "nbo_charge": [-0.46, -0.21, 0.64, -0.18, -0.57, -0.81, 0.26, 0.27, 0.25, 0.27, 0.22, 0.27, 0.23, 0.42, 0.38]}

***

[4]
{"formula": "C45H100N5", "method": "ωB97M-V/def2-TZVPD", "homo_ev": -19.3, "gap_ev": 8.5, "total_charge": 5, "e_above_lowest_ev": 3.2341, "symbols": ["C", "C", "C", "C", "N", "C", "C", "C", "C", "C", "H", "H", "H", "H", "H", "H", "H", "H", "H", "H", "H", "H", "H", "H", "H", "H", "H", "H", "H", "H", "C", "C", "C", "C", "N", "C", "C", "C", "C", "C", "H", "H", "H", "H", "H", "H", "H", "H", "H", "H", "H", "H", "H", "H", "H", "H", "H", "H", "H", "H", "C", "C", "C", "C", "N", "C", "C", "C", "C", "C", "H", "H", "H", "H", "H", "H", "H", "H", "H", "H", "H", "H", "H", "H", "H", "H", "H", "H", "H", "H", "C", "C", "C", "C", "N", "C", "C", "C", "C", "C", "H", "H", "H", "H", "H", "H", "H", "H", "H", "H", "H", "H", "H", "H", "H", "H", "H", "H", "H", "H", "C", "C", "C", "C", "N", "C", "C", "C", "C", "C", "H", "H", "H", "H", "H", "H", "H", "H", "H", "H", "H", "H", "H", "H", "H", "H", "H", "H", "H", "H"], "positions_angstrom": [[0.74013, -2.49882, 7.36777], [1.26883, -2.26114, 5.96964], [2.33895, -1.15419, 6.02923], [2.92546, -0.62087, 4.70316], [3.82908, 0.55799, 5.01187], [4.25227, 1.33562, 3.77401], [4.87015, 2.66142, 4.26893], [3.98984, 2.97859, 5.51523], [3.22243, 1.70146, 5.84027], [5.03286, 0.07291, 5.76731], [0.11454, -3.39004, 7.41503], [0.15504, -1.68081, 7.79006], [1.55728, -2.66456, 8.07236], [0.42172, -2.19595, 5.27849], [1.74436, -3.18744, 5.63159], [3.17253, -1.59673, 6.57732], [2.07368, -0.25597, 6.58799], [2.10837, -0.28051, 4.06232], [3.53843, -1.30943, 4.12041], [5.01241, 0.73384, 3.27355], [3.37647, 1.43719, 3.13473], [5.94863, 2.60180, 4.39121], [4.73034, 3.47302, 3.55436], [4.59348, 3.27873, 6.36813], [3.19077, 3.69832, 5.34888], [3.29577, 1.38391, 6.87966], [2.14873, 1.71133, 5.64985], [5.59627, -0.54013, 5.06179], [4.77518, -0.50895, 6.64650], [5.71017, 0.87747, 6.04634], [-4.75827, 4.45657, 3.23225], [-4.03268, 3.62680, 2.19668], [-3.59257, 4.23658, 0.88344], [-3.08519, 3.28416, -0.15435], [-2.50415, 3.88105, -1.44868], [-1.11064, 4.46867, -1.25341], [-1.30146, 5.99421, -1.07646], [-2.76689, 6.27525, -1.39039], [-3.33781, 5.00042, -2.03084], [-2.42577, 2.68983, -2.39682], [-5.71969, 4.82491, 2.87521], [-4.15828, 5.29395, 3.58806], [-5.00270, 3.79622, 4.06311], [-4.74163, 2.85551, 1.85857], [-3.18251, 3.06183, 2.59144], [-2.79143, 4.92983, 1.18171], [-4.35814, 4.86812, 0.42800], [-4.00700, 2.77757, -0.45565], [-2.31035, 2.57710, 0.14054], [-0.54829, 4.21260, -2.15000], [-0.58670, 4.04334, -0.39848], [-0.64000, 6.61557, -1.68145], [-1.03596, 6.34389, -0.07812], [-2.96846, 7.10998, -2.05710], [-3.36260, 6.38445, -0.48717], [-3.26985, 5.03167, -3.12041], [-4.39649, 4.79411, -1.87349], [-1.89507, 1.87943, -1.89375], [-1.72862, 3.02692, -3.16083], [-3.41559, 2.34281, -2.67482], [-9.46034, -5.34089, -5.15840], [-8.22605, -4.87061, -4.41757], [-6.89158, -4.83217, -5.21709], [-5.65542, -4.52564, -4.34950], [-4.35795, -4.48320, -5.20036], [-4.16466, -5.73052, -6.04354], [-2.68263, -5.81993, -6.37642], [-1.97503, -5.16528, -5.18592], [-3.10807, -4.60786, -4.29471], [-4.31398, -3.21409, -5.95283], [-9.17058, -6.11376, -5.87191], [-9.95052, -4.58912, -5.77858], [-10.20926, -5.64548, -4.43115], [-7.98009, -5.52589, -3.58043], [-8.31803, -3.81960, -4.13084], [-6.88874, -4.01282, -5.94209], [-6.75246, -5.70966, -5.85140], [-5.40909, -5.19511, -3.52728], [-5.70891, -3.50836, -3.95967], [-4.71925, -5.51730, -6.95715], [-4.49116, -6.68111, -5.62791], [-2.41649, -5.27633, -7.28043], [-2.34677, -6.84739, -6.49891], [-1.39502, -4.33255, -5.58064], [-1.40424, -5.82072, -4.53157], [-2.88700, -3.60466, -3.92477], [-3.39598, -5.25369, -3.46783], [-3.42994, -3.03621, -6.56263], [-4.41683, -2.34226, -5.30315], [-5.18673, -3.07178, -6.58951], [1.73395, -6.18350, 3.01537], [1.85525, -4.67638, 2.76777], [0.56207, -3.96123, 2.44269], [-0.15195, -4.40974, 1.14960], [-0.80893, -3.36598, 0.28886], [-1.42379, -4.12500, -0.91890], [-0.27277, -4.22731, -1.93979], [0.74711, -3.17810, -1.52360], [0.09696, -2.38465, -0.41699], [-1.85254, -2.59194, 1.08589], [0.91708, -6.42958, 3.69873], [2.67058, -6.59083, 3.38475], [1.39831, -6.72466, 2.12667], [2.55433, -4.54472, 1.93107], [2.43277, -4.19754, 3.55997], [0.73582, -2.87759, 2.36098], [-0.07386, -3.88733, 3.33072], [-0.99305, -5.04940, 1.41059], [0.61484, -4.92479, 0.57166], [-2.24429, -3.49426, -1.25834], [-1.79422, -5.07812, -0.55012], [-0.67647, -4.02813, -2.93202], [0.16002, -5.22432, -1.98577], [1.01062, -2.47823, -2.31560], [1.64130, -3.69229, -1.17280], [-0.54834, -1.59632, -0.81107], [0.70540, -1.89640, 0.34406], [-2.51337, -3.36815, 1.46715], [-2.41818, -1.86756, 0.50190], [-1.41693, -2.01868, 1.90120], [8.70772, 4.92971, -1.78227], [7.24402, 5.38103, -1.86741], [6.27565, 4.20672, -1.72304], [4.79287, 4.54426, -1.61100], [3.99382, 3.55422, -0.71148], [2.48912, 3.95263, -0.79124], [2.22255, 5.13371, 0.18585], [3.45843, 5.09417, 1.07209], [4.28124, 3.87270, 0.73694], [4.29392, 2.09589, -0.93306], [9.28944, 5.84733, -1.84563], [8.96389, 4.20983, -2.55440], [8.83326, 4.54214, -0.76991], [7.01057, 5.81386, -2.84411], [7.03996, 6.14797, -1.11766], [6.60230, 3.63958, -0.84149], [6.40091, 3.48151, -2.52977], [4.34090, 4.35810, -2.58564], [4.56577, 5.55395, -1.27677], [1.94351, 3.06658, -0.45840], [2.16525, 4.18379, -1.80385], [1.32004, 5.17223, 0.79788], [2.13349, 6.06479, -0.37448], [3.24736, 5.20793, 2.13316], [3.98067, 6.00231, 0.76665], [3.94434, 3.04060, 1.35578], [5.32930, 4.09312, 0.93081], [5.28535, 1.96014, -0.50990], [4.23899, 1.86499, -1.99389], [3.57102, 1.50938, -0.36899]], "mulliken_charge": [-1.63, 0.15, -0.60, -0.79, 0.39, -0.71, -0.27, -0.95, -0.83, -0.88, 0.45, 0.36, 0.37, 0.20, 0.06, 0.33, 0.45, 0.25, 0.44, 0.47, 0.43, 0.50, -0.04, 0.38, 0.32, 0.52, 0.51, 0.41, 0.31, 0.42, -1.37, -0.62, -0.32, -0.79, 0.28, -0.23, -0.69, -0.76, -0.78, -1.12, 0.36, 0.37, 0.39, 0.30, 0.36, 0.23, 0.40, 0.48, 0.35, 0.32, 0.09, 0.49, 0.38, 0.44, 0.28, 0.50, 0.37, 0.47, 0.41, 0.40, -1.26, -0.41, -0.64, -0.77, 0.31, -0.75, -1.11, -0.55, -0.74, -0.93, 0.35, 0.34, 0.36, 0.34, 0.30, 0.33, 0.50, 0.39, 0.37, 0.49, 0.50, 0.33, 0.40, 0.32, 0.50, 0.61, 0.34, 0.39, 0.40, 0.34, -1.40, -0.70, -0.12, -0.82, 0.32, -0.60, -0.12, -0.89, -0.63, -0.97, 0.36, 0.42, 0.34, 0.40, 0.09, 0.11, 0.48, 0.39, 0.39, 0.45, 0.27, -0.12, 0.46, 0.48, 0.30, 0.42, 0.50, 0.42, 0.43, 0.31, -1.28, -0.57, -0.63, -0.75, 0.39, -0.65, -0.46, -0.90, -0.17, -1.04, 0.39, 0.35, 0.34, 0.37, 0.37, 0.24, 0.45, 0.46, 0.46, 0.30, 0.38, 0.34, 0.38, 0.45, 0.35, -0.19, 0.46, 0.40, 0.35, 0.41]}